The following is a quantum chemistry calculation of a structure of composition C25H28Cl2N4O2SSiTi, from OMol25.

Each line ends with the natural charge from an NBO analysis.
CARTESIAN COORDINATES (ANGSTROEM)
Ti  -0.326020  0.171171  0.531954  1.4717
Cl  2.492228  -4.316430  1.900934  -0.0035
Cl  3.183237  -3.548258  -0.832228  -0.0106
S  -2.487995  0.625165  1.591028  -0.2465
Si  -2.138472  -1.177529  -4.015454  1.5895
O  0.560896  -1.600820  0.168452  -0.7401
O  2.389098  -1.342700  1.438927  -0.6512
N  -0.757781  1.998028  0.176820  -0.7103
N  1.737764  0.890008  -0.369051  -0.4744
N  -0.293637  -0.909722  2.471604  -0.4797
N  0.715078  1.488869  2.208247  -0.4689
C  -1.508231  -0.658910  -2.368867  -0.5153
C  0.563275  -0.609260  3.440733  0.2663
C  -2.396035  3.416388  1.387758  -0.2395
C  3.879285  1.467601  0.499084  -0.2417
C  -0.886194  -2.335778  -4.828902  -1.0942
C  -0.973023  -2.062090  2.535167  0.0878
C  3.705853  0.098944  -1.450992  -0.2384
C  -1.491511  2.234548  1.395789  0.0328
C  -0.789779  -2.972036  3.550759  -0.2556
C  0.802961  -1.470651  4.505211  -0.2407
C  -2.392297  0.316599  -5.139402  -1.0958
C  1.951329  -3.483974  0.442394  -0.3027
C  2.329405  0.197218  -1.340716  0.0809
C  -1.920325  3.754307  -0.958201  -0.3595
C  -3.762846  -2.099617  -3.757376  -1.0933
C  -1.053118  2.721419  -0.941821  0.0802
C  1.729095  2.326148  1.548747  -0.2401
C  1.271774  0.711115  3.314230  -0.2492
C  4.492294  0.730427  -0.502325  -0.1295
C  -0.477099  2.271850  2.580345  -0.2470
C  -1.160148  -0.320884  -1.248855  -0.3616
C  1.639435  -1.997823  0.733543  0.7783
C  0.131759  -2.674611  4.550082  -0.1306
C  2.498258  1.526551  0.529618  0.2472
C  -2.606473  4.109841  0.263644  -0.1815
H  2.398874  2.800710  2.273305  0.1991
H  -0.207870  3.312352  2.803096  0.1999
H  -1.443339  0.816205  -5.345385  0.2345
H  -2.098380  4.307215  -1.868191  0.2175
H  -3.060637  1.048466  -4.681722  0.2419
H  1.070422  -3.990219  0.067808  0.2389
H  1.522140  -1.201042  5.266973  0.2250
H  -1.685352  -2.232687  1.736943  0.2307
H  -3.598569  -2.989352  -3.146278  0.2372
H  0.054363  -1.818932  -5.031857  0.2322
H  -0.665479  -3.183835  -4.177305  0.2372
H  1.202671  1.262236  4.259251  0.2057
H  -4.201835  -2.415749  -4.705864  0.2308
H  -4.488654  -1.471624  -3.237560  0.2425
H  -0.948071  1.836032  3.458269  0.2268
H  1.200520  3.107677  1.005290  0.2523
H  -0.530400  2.407874  -1.836858  0.2100
H  -3.303525  4.938568  0.258383  0.2116
H  -2.921304  3.623665  2.312746  0.2141
H  5.570327  0.643483  -0.535216  0.2234
H  2.325109  0.505191  3.117500  0.2489
H  4.463832  1.979045  1.252041  0.2227
H  -1.351233  -3.895096  3.559171  0.2317
H  1.665615  -0.288995  -2.046518  0.2330
H  -1.262701  -2.728423  -5.775941  0.2316
H  4.148960  -0.483099  -2.245650  0.2305
H  0.318118  -3.380592  5.348367  0.2246
H  -2.825643  0.015822  -6.095675  0.2323

Forces on the atoms, in the same order (eV/Å):
-0.4 -0.1 0.9
0.0 0.0 0.0
0.1 0.0 -0.1
0.2 0.2 -0.3
-0.1 -0.2 -0.3
0.4 -0.4 -0.3
-0.1 -0.1 -0.1
-0.2 1.0 -0.2
0.0 -0.5 0.3
0.4 -0.4 0.3
0.0 -0.1 -0.2
-0.1 0.0 -0.2
-0.1 0.1 0.0
-0.1 0.1 -0.2
0.0 0.1 -0.1
-0.1 0.1 0.2
-0.1 -0.1 0.1
0.1 0.1 0.0
-0.3 -0.3 0.4
0.0 0.0 0.0
-0.1 -0.1 0.1
0.0 -0.1 0.2
-0.1 0.3 0.0
0.0 0.1 -0.2
0.2 -0.1 -0.1
0.2 0.1 0.0
0.0 0.3 -0.3
0.1 0.0 -0.1
0.1 -0.1 0.0
-0.1 0.0 0.0
-0.3 0.4 -0.1
-0.1 -0.1 -0.6
0.3 -0.3 0.2
0.0 0.0 0.0
0.0 0.2 0.0
0.0 -0.1 0.3
0.0 0.0 0.0
0.1 -0.1 0.0
0.0 0.0 0.0
0.0 -0.1 0.0
0.0 0.0 0.0
0.0 0.0 0.0
0.0 0.0 0.0
0.0 0.0 0.0
0.0 0.0 0.0
0.0 0.0 0.0
0.0 0.0 0.0
0.0 0.0 0.0
0.0 0.0 0.0
0.0 0.0 0.0
0.0 0.0 0.0
0.0 0.1 0.1
0.0 0.0 0.0
0.0 0.0 0.0
0.0 0.0 0.0
0.0 0.0 0.0
0.0 0.0 -0.1
0.0 0.0 0.0
0.0 0.0 0.0
0.0 -0.1 0.1
0.0 0.0 0.0
0.0 0.0 0.0
0.0 0.0 0.0
0.0 0.0 0.0

Calculated values
Kohn-Sham gap: 6.558 eV
relative energy (zero: lowest compared OMol25 entry of this formula, charge and spin): 1.112 eV
E_HOMO: -6.7085 eV
energy: -3796.55509 Ha